# 1
Computed, not measured: C25H27ClF32InNO6PS as an isolated structure at a distorted geometry, with ωB97M-V/def2-TZVPD.

Geometry as ORCA input:
```
! wB97M-V def2-TZVPD RIJCOSX def2/J DEFGRID3
* xyz -1 1
C -0.16 -2.50 0.62
C -0.01 -1.66 -0.63
O -1.03 -1.85 -1.60
C -2.32 -1.44 -1.10
C -3.16 -0.78 -2.15
In -4.95 0.06 -1.09
N -5.22 2.19 -1.54
C -4.42 2.83 -0.94
S -3.34 3.66 -0.07
P -7.06 -1.31 -1.52
O -6.59 -2.87 -1.12
Cl -7.35 -1.27 -3.62
H -0.09 -3.56 0.41
H -1.07 -2.30 1.16
H 0.65 -2.22 1.28
H 0.04 -0.60 -0.39
H 0.94 -1.90 -1.09
H -2.19 -0.76 -0.26
H -2.82 -2.33 -0.73
H -2.63 -0.03 -2.73
H -3.57 -1.52 -2.84
H -4.63 -0.02 0.67
H -5.77 -2.79 -0.61
C 3.91 0.30 -3.98
C 2.63 0.15 -3.14
C 1.79 1.41 -2.88
F 2.49 2.35 -2.20
F 0.73 1.07 -2.13
F 2.94 -0.46 -1.97
F 1.82 -0.70 -3.82
O 5.15 0.41 -3.31
C 5.64 1.61 -2.86
C 5.75 1.65 -1.34
F 4.55 1.43 -0.76
F 6.18 2.88 -0.94
F 4.94 2.65 -3.35
F 6.90 1.73 -3.35
H 3.99 -0.64 -4.52
H 3.80 1.07 -4.75
H 1.43 1.84 -3.82
H 6.45 0.89 -0.98
C 7.26 -0.27 3.53
C 6.64 -0.25 2.12
C 6.12 -1.57 1.55
F 7.11 -2.49 1.42
F 5.61 -1.34 0.32
F 7.50 0.33 1.25
F 5.56 0.57 2.20
O 8.68 -0.32 3.64
C 9.37 -1.51 3.62
C 10.31 -1.61 2.41
F 9.63 -1.48 1.25
F 10.91 -2.82 2.41
F 8.55 -2.57 3.71
F 10.15 -1.53 4.72
H 7.01 0.69 3.96
H 6.78 -1.01 4.17
H 5.33 -1.99 2.18
H 11.07 -0.82 2.46
C -0.76 -3.18 6.86
C 0.31 -3.01 5.76
C -0.07 -2.21 4.52
F -1.09 -2.78 3.85
F 1.00 -2.17 3.68
F 0.80 -4.22 5.42
F 1.33 -2.32 6.34
O -1.50 -4.39 6.90
C -2.64 -4.57 6.14
C -2.48 -5.69 5.11
F -1.44 -5.44 4.28
F -3.60 -5.78 4.37
F -3.05 -3.42 5.58
F -3.61 -4.96 7.00
H -0.20 -3.20 7.79
H -1.41 -2.31 6.92
H -0.35 -1.19 4.78
H -2.30 -6.64 5.61
C -7.92 4.16 -3.62
C -6.96 3.42 -4.57
C -5.47 3.54 -4.29
F -5.04 4.82 -4.38
F -4.79 2.83 -5.22
F -7.25 3.77 -5.85
F -7.26 2.11 -4.44
O -8.45 5.42 -4.02
C -7.76 6.60 -3.79
C -7.37 7.29 -5.10
F -6.60 6.49 -5.86
F -6.66 8.41 -4.81
F -6.71 6.42 -2.97
F -8.62 7.43 -3.16
H -8.81 3.53 -3.57
H -7.53 4.19 -2.60
H -5.22 3.14 -3.30
H -8.26 7.57 -5.66
*
```

The calculation puts the HOMO-LUMO gap at 6.1 eV. Its highest occupied orbital energy is -4.58 eV.

Atomic partial charges in e from the Löwdin method, atoms 1 to 2: C -0.0776; C -0.2967

# 2
Computed, not measured: C33H41N4OS4SbTeZr as an isolated structure, with ωB97M-V/def2-TZVPD.

Geometry as ORCA input:
```
! wB97M-V def2-TZVPD RIJCOSX def2/J DEFGRID3
* xyz 0 1
Zr 0.45 0.30 -0.08
C -3.93 -0.40 -2.54
C -2.45 -0.23 -2.82
C -1.62 -1.33 -3.07
C -2.11 -2.76 -3.00
C -0.27 -1.11 -3.40
C 0.63 -2.25 -3.79
C 0.25 0.19 -3.44
C 1.68 0.40 -3.89
C -0.58 1.28 -3.17
C -0.11 2.70 -3.35
C -1.93 1.07 -2.87
C -2.83 2.27 -2.69
H -4.20 0.03 -1.57
H -4.25 -1.44 -2.53
H -4.53 0.12 -3.29
H -2.11 -3.22 -3.99
H -3.11 -2.85 -2.60
H -1.46 -3.36 -2.37
H 1.55 -2.25 -3.21
H 0.92 -2.16 -4.84
H 0.16 -3.23 -3.66
H 1.72 0.59 -4.96
H 2.30 -0.46 -3.68
H 2.14 1.24 -3.37
H -0.30 3.31 -2.47
H -0.65 3.17 -4.19
H 0.95 2.77 -3.56
H -3.03 2.74 -3.65
H -2.37 3.03 -2.06
H -3.79 2.01 -2.24
S 4.48 0.96 1.97
Sb 3.24 2.71 1.34
S 0.89 0.32 2.33
S 2.09 1.86 -0.80
S 1.07 2.36 2.66
N -3.77 -0.29 1.12
C -3.57 -1.64 0.87
C -2.34 -1.74 0.31
N -1.79 -0.49 0.20
C -2.67 0.36 0.69
C -2.32 1.77 0.67
N -1.14 2.09 0.18
C -1.04 3.45 0.29
C -2.18 3.95 0.84
N -2.99 2.86 1.08
H -4.58 0.11 1.55
H -4.30 -2.38 1.15
H -1.80 -2.62 -0.01
H -0.14 3.96 -0.01
H -2.48 4.95 1.10
H -3.89 2.89 1.53
C 3.29 -2.14 -0.71
C 1.99 -2.54 -0.03
C 1.44 -3.87 -0.51
O 1.02 -1.52 -0.22
H 4.06 -2.90 -0.58
H 3.65 -1.20 -0.31
H 3.10 -2.01 -1.79
H 2.16 -2.62 1.05
H 1.37 -3.92 -1.60
H 0.45 -4.05 -0.09
H 2.10 -4.68 -0.18
Te -0.33 -2.92 3.26
C -0.31 -2.02 5.17
C 0.76 -1.20 5.53
C 0.78 -0.61 6.79
C -0.24 -0.85 7.69
C -1.30 -1.68 7.34
C -1.34 -2.26 6.08
C 0.11 -4.86 3.98
C -0.89 -5.83 4.07
C -0.58 -7.10 4.54
C 0.71 -7.41 4.93
C 1.71 -6.44 4.84
C 1.41 -5.18 4.36
H 1.55 -1.00 4.82
H 1.61 0.03 7.06
H -0.21 -0.40 8.67
H -2.10 -1.87 8.04
H -2.17 -2.90 5.80
H -1.90 -5.59 3.78
H -1.36 -7.85 4.61
H 0.95 -8.39 5.30
H 2.72 -6.68 5.14
H 2.19 -4.43 4.28
*
```

The relative energy (zero: lowest compared OMol25 entry of this formula, charge and spin) comes out at 3.63 kcal/mol. The calculation puts the HOMO-LUMO gap (alpha / beta) at 6.0 / 6.0 eV. Its highest occupied orbital energy (alpha / beta) is -6.60 / -6.60 eV.

Atomic partial charges in e from the Löwdin method, atoms 1 to 2: Zr 1.0454; C -0.0391

# 3
Computed, not measured: a 4-piece molecular cluster, C4H15NO5 overall at a distorted geometry, with ωB97M-V/def2-TZVPD.

Geometry as ORCA input:
```
! wB97M-V def2-TZVPD RIJCOSX def2/J DEFGRID3
* xyz 0 1
O -0.32 1.37 -1.21
C -0.78 1.97 -0.23
C -0.11 1.94 1.12
C 0.97 0.88 1.18
N 0.59 -0.45 0.71
C 1.74 -1.47 0.64
O 1.66 -2.00 -0.68
H -1.83 2.35 -0.32
H -0.78 1.79 1.98
H 0.48 2.90 1.22
H 1.41 0.83 2.24
H 1.84 1.18 0.46
H 0.16 -0.50 -0.14
H 1.46 -2.41 1.30
H 2.67 -1.15 0.81
H 1.84 -1.37 -1.37
O 1.15 -0.12 -2.74
H 0.88 0.39 -3.52
H 0.33 -0.03 -2.23
O -2.92 0.26 -0.89
H -3.12 0.21 0.07
H -2.10 -0.14 -1.01
O -2.18 -2.04 0.97
H -1.76 -2.77 0.52
H -1.29 -1.62 1.13
*
```

The relative energy (zero: lowest compared OMol25 entry of this formula, charge and spin) comes out at 62.27 kcal/mol. The calculation puts the HOMO-LUMO gap at 9.7 eV. The SMILES is O=CCCNCO.O.O.O. Its highest occupied orbital energy is -9.31 eV.

Atomic partial charges in e from the Löwdin method, atoms 1 to 2: O -0.0214; C -0.1946

# 4
Computed, not measured: C52H46Cl5FI2N6O4SSiZr as an isolated structure at a distorted geometry, with ωB97M-V/def2-TZVPD.

Geometry as ORCA input:
```
! wB97M-V def2-TZVPD RIJCOSX def2/J DEFGRID3
* xyz 0 1
Zr -21.49 4.27 -4.25
Cl -18.64 5.70 -6.36
C -19.07 6.66 -4.98
C -20.01 6.19 -4.07
C -20.16 6.95 -2.90
Cl -21.17 6.39 -1.55
C -19.53 8.16 -2.75
Cl -19.76 9.19 -1.27
C -18.80 8.69 -3.77
Cl -18.09 10.31 -3.70
C -18.53 7.94 -4.91
Cl -17.48 8.56 -6.18
F -24.86 -0.16 -0.27
C -25.04 1.18 -0.15
C -24.37 1.98 -1.03
C -24.63 3.30 -1.04
C -23.83 4.14 -2.03
O -22.79 3.66 -2.47
C -24.39 5.47 -2.26
C -25.43 5.89 -1.43
N -25.96 5.18 -0.39
C -26.96 5.69 0.53
C -26.84 7.11 0.98
C -26.44 6.01 1.92
C -25.58 3.85 -0.21
C -26.13 3.09 0.83
C -25.77 1.77 0.96
N -26.17 1.04 2.07
C -25.84 -0.39 2.20
C -24.32 -0.57 2.38
N -23.89 0.32 3.51
C -24.40 1.72 3.60
C -25.90 1.65 3.34
C -23.72 6.40 -3.24
O -23.99 7.55 -3.25
O -22.91 5.77 -3.99
H -23.72 1.69 -1.85
H -25.77 6.88 -1.64
H -27.91 5.22 0.50
H -27.78 7.58 1.21
H -26.09 7.72 0.51
H -27.15 5.81 2.73
H -25.46 5.67 2.17
H -26.78 3.52 1.57
H -26.31 -0.96 1.36
H -26.27 -0.70 3.16
H -23.79 -0.41 1.50
H -24.17 -1.62 2.67
H -22.85 0.27 3.54
H -24.21 -0.12 4.38
H -23.94 2.23 2.76
H -24.20 2.12 4.59
H -26.27 2.72 3.44
H -26.46 1.12 4.16
C -19.94 3.47 -2.76
Si -19.74 1.85 -1.87
C -20.12 0.28 -2.84
N -21.47 -0.06 -3.43
C -22.42 -0.59 -2.47
C -22.45 -2.11 -2.37
C -21.13 -2.75 -2.93
C -20.81 -2.20 -4.38
C -21.51 -0.87 -4.64
C -20.54 1.92 -0.13
C -20.66 3.15 0.55
C -21.11 3.23 1.87
C -21.27 2.03 2.59
C -21.04 0.78 1.98
C -20.71 0.73 0.64
C -17.94 1.72 -1.50
C -17.12 0.58 -1.71
C -15.81 0.52 -1.23
C -15.23 1.71 -0.63
C -16.03 2.80 -0.52
C -17.35 2.78 -0.86
H -19.07 3.75 -3.30
H -20.17 4.28 -2.04
H -19.71 -0.48 -2.10
H -19.31 0.40 -3.57
H -23.39 -0.19 -2.77
H -22.26 -0.13 -1.48
H -23.26 -2.51 -2.93
H -22.51 -2.38 -1.30
H -21.21 -3.88 -2.96
H -20.34 -2.48 -2.28
H -21.11 -2.98 -5.06
H -19.71 -2.11 -4.50
H -22.55 -0.97 -4.99
H -20.98 -0.35 -5.42
H -20.45 4.08 -0.01
H -21.29 4.17 2.36
H -21.34 2.09 3.73
H -20.96 -0.12 2.62
H -20.48 -0.26 0.17
H -17.54 -0.33 -2.08
H -15.21 -0.39 -1.26
H -14.22 1.76 -0.31
H -15.64 3.72 -0.13
H -17.92 3.69 -0.74
I -22.74 5.71 -9.00
C -21.58 4.09 -8.61
C -21.05 3.20 -9.60
C -20.17 2.22 -9.22
I -19.41 0.98 -10.78
C -19.82 2.02 -7.87
C -18.76 1.15 -7.47
C -18.27 1.20 -6.20
C -18.90 2.07 -5.30
N -19.90 2.88 -5.64
C -20.29 2.94 -6.92
C -21.19 4.01 -7.31
O -21.64 4.79 -6.36
H -21.33 3.39 -10.64
H -18.30 0.49 -8.15
H -17.44 0.57 -5.94
H -18.53 2.17 -4.29
S -25.14 0.86 -5.19
C -23.87 1.83 -4.94
N -22.98 2.58 -4.78
*
```

The calculation puts the HOMO-LUMO gap at 5.4 eV. Its highest occupied orbital energy is -6.94 eV.

Atomic partial charges in e from the Löwdin method, atoms 1 to 2: Zr 1.7693; Cl 0.7482